1.
{"formula": "C4H5ClN3O2", "method": "ωB97M-V with the def2-TZVPD basis set", "smiles": "Cn1cc(Cl)[nH+]c1[N+](=O)[O-]", "e_above_lowest_kj_mol": 431.4, "e_homo_ev": -14.057, "largest_force_ha_per_bohr": 0.14075, "total_charge": 1, "species": ["C", "N", "C", "C", "Cl", "N", "C", "N", "O", "O", "H", "H", "H", "H", "H"], "xyz": [[0.0373, -0.9543, 0.7702], [0.1174, 0.1592, -0.1084], [0.1541, 1.4443, 0.0758], [0.3704, 2.1156, -1.1349], [0.7659, 3.8008, -1.3376], [0.5679, 1.2429, -2.1690], [0.3859, -0.0075, -1.7792], [0.2045, -1.1526, -2.5763], [-0.3558, -2.1295, -2.0829], [0.6095, -1.0149, -3.6951], [-1.0278, -1.3549, 0.7643], [0.8283, -1.7614, 0.6651], [0.1728, -0.7728, 1.7652], [0.0919, 1.8686, 1.1207], [0.5553, 1.4987, -3.1564]], "forces_ev_per_a": [[-1.456, -3.228, -0.947], [1.310, -1.862, -6.870], [0.345, 1.752, 0.774], [1.032, 1.635, 0.144], [-0.542, -1.270, 0.131], [-1.367, -0.492, 1.136], [-0.609, 1.177, 6.491], [-1.036, -1.583, 0.780], [0.781, 1.212, -0.269], [0.308, 0.049, -1.058], [1.468, 0.034, -0.526], [-1.143, 0.967, -0.958], [0.457, 1.852, 2.669], [0.063, -0.323, -1.539], [0.390, 0.081, 0.040]]}

***

2.
{"formula": "C4H9NO", "method": "ωB97M-V with the def2-TZVPD basis set", "e_above_lowest_kj_mol": 392.5, "e_homo_ev": -7.247, "largest_force_ha_per_bohr": 0.00856, "total_charge": 0, "species": ["C", "N", "C", "C", "C", "O", "H", "H", "H", "H", "H", "H", "H", "H", "H"], "xyz": [[0.2078, 1.1410, 1.2956], [0.6486, 0.1455, 0.3040], [0.9406, -1.0677, 0.7653], [0.6808, 0.5608, -0.9622], [-1.6246, -0.8359, -1.2611], [-2.1694, -0.7308, -2.3318], [1.0481, 1.7939, 1.5390], [-0.1462, 0.6312, 2.1913], [-0.6050, 1.7304, 0.8685], [0.9120, -1.2445, 1.8294], [-0.8173, -1.5677, -1.0545], [1.3656, -1.7890, 0.0799], [1.1163, -0.0853, -1.7115], [0.3919, 1.5767, -1.1836], [-1.9493, -0.2585, -0.3683]], "forces_ev_per_a": [[-0.091, 0.105, 0.088], [0.032, -0.089, -0.072], [0.065, 0.052, -0.033], [0.082, -0.029, 0.035], [-0.116, 0.009, -0.177], [0.150, -0.065, 0.409], [-0.111, -0.096, -0.029], [0.071, 0.053, -0.134], [0.127, -0.068, 0.050], [-0.035, 0.065, -0.155], [-0.086, 0.069, -0.121], [-0.067, 0.096, 0.090], [-0.063, 0.078, 0.108], [0.052, -0.131, 0.079], [-0.008, -0.049, -0.138]]}

***

3.
{"formula": "C22H56O12V", "method": "ωB97M-V with the def2-TZVPD basis set", "e_above_lowest_kj_mol": 0.0, "e_homo_ev": -3.741, "largest_force_ha_per_bohr": 0.08017, "total_charge": -1, "species": ["O", "V", "O", "C", "O", "O", "O", "C", "C", "C", "O", "H", "H", "H", "H", "H", "H", "H", "H", "C", "C", "C", "O", "H", "H", "H", "H", "H", "H", "H", "H", "C", "C", "C", "O", "H", "H", "H", "H", "H", "H", "H", "H", "C", "C", "C", "O", "H", "H", "H", "H", "H", "H", "H", "H", "C", "C", "C", "O", "H", "H", "H", "H", "H", "H", "H", "H", "C", "C", "C", "O", "H", "H", "H", "H", "H", "H", "H", "H", "C", "C", "C", "O", "H", "H", "H", "H", "H", "H", "H", "H"], "xyz": [[-0.3388, 0.4454, -0.1544], [-0.2981, -1.0403, -0.7499], [0.6739, -1.0191, -2.0951], [-1.7642, -2.8528, 0.4638], [-2.3247, -3.7860, 1.1161], [-0.8820, -3.1470, -0.4495], [-1.9854, -1.6172, 0.6999], [-0.5001, 3.9832, 1.2061], [0.4818, 3.1059, 1.9641], [1.8368, 3.0410, 1.2975], [0.6654, 3.6874, 3.2680], [-1.5096, 3.7743, 1.5829], [-0.5730, 3.7241, 0.1476], [-0.3116, 5.0487, 1.3408], [0.0434, 2.1089, 2.0561], [2.5414, 2.4776, 1.9145], [2.3106, 4.0253, 1.2498], [1.6725, 2.6061, 0.3125], [-0.2002, 3.9645, 3.5857], [-4.0795, -1.9575, -2.0744], [-2.8826, -1.4637, -2.9033], [-3.2942, -0.7125, -4.1553], [-2.0760, -0.5916, -2.1059], [-3.7630, -2.7071, -1.3539], [-4.7584, -2.3962, -2.8116], [-4.5174, -1.0841, -1.5946], [-2.2389, -2.2851, -3.2182], [-4.1445, -0.0398, -3.9832], [-3.6636, -1.3791, -4.9434], [-2.5000, -0.1305, -4.6231], [-2.5838, 0.1951, -1.8417], [1.3607, 3.5662, -2.4116], [2.2873, 2.4496, -2.9158], [1.5852, 1.5243, -3.8902], [3.3736, 3.0391, -3.6317], [1.0391, 4.1662, -3.2666], [1.8941, 4.2457, -1.7445], [0.4764, 3.1306, -1.9441], [2.6972, 1.8694, -2.0817], [2.0684, 0.5490, -3.9451], [1.4560, 1.9604, -4.8814], [0.5843, 1.2413, -3.5560], [4.0036, 3.4434, -3.0298], [2.8725, -0.6259, 2.4399], [2.3260, -0.4882, 1.0310], [3.5112, -0.4881, 0.0585], [1.4369, -1.5701, 0.7026], [2.0970, -0.7751, 3.1966], [3.4217, 0.2727, 2.7199], [3.4701, -1.5351, 2.5650], [1.7482, 0.4225, 0.9139], [3.1665, -0.2781, -0.9567], [4.0324, -1.4452, 0.0673], [4.2758, 0.2559, 0.2974], [2.0141, -2.3529, 0.6282], [-0.7043, 0.1109, 3.7108], [-0.4904, -1.1713, 4.4990], [-0.7218, -0.9294, 6.0018], [-1.3970, -2.1300, 3.9818], [0.0864, 0.8227, 3.9827], [-1.6773, 0.5346, 3.9524], [-0.5451, -0.0229, 2.6370], [0.5248, -1.5549, 4.3611], [-0.1474, -0.0816, 6.3830], [-0.4781, -1.8379, 6.5544], [-1.7565, -0.6304, 6.1883], [-1.4911, -2.8283, 4.6392], [-5.0095, 3.1683, -0.3008], [-3.6450, 2.5306, -0.2197], [-3.4583, 1.5954, 0.9649], [-3.4375, 1.7208, -1.4008], [-5.3282, 3.5301, 0.6808], [-5.7452, 2.4086, -0.5786], [-5.0637, 3.9783, -1.0306], [-2.8861, 3.3236, -0.2055], [-4.2098, 0.8081, 0.9209], [-3.4844, 2.1788, 1.8882], [-2.4712, 1.1296, 0.9360], [-3.4420, 2.3418, -2.1405], [3.9616, -5.7780, -1.0904], [3.6325, -4.3074, -1.2060], [2.5406, -3.9454, -2.2109], [3.1686, -3.8763, 0.0992], [4.0720, -6.2508, -2.0740], [3.1359, -6.3453, -0.6572], [4.8714, -5.9567, -0.5154], [4.5181, -3.7128, -1.4678], [2.8391, -4.2346, -3.2237], [2.4441, -2.8619, -2.2570], [1.6078, -4.4554, -1.9759], [3.9523, -3.8266, 0.6601]], "forces_ev_per_a": [[0.385, -0.012, -0.021], [-0.189, -1.563, -1.236], [-1.462, -0.201, 2.171], [-1.474, -2.952, 2.472], [0.340, 1.017, -0.971], [1.602, 2.098, -1.485], [0.953, 1.745, -1.171], [-0.811, -0.438, -0.173], [-0.072, 0.786, 0.124], [0.066, 0.114, 0.491], [0.103, -0.196, 0.114], [0.060, 0.165, 0.149], [0.308, 0.072, -0.008], [0.279, -0.022, -0.115], [0.189, -0.043, -0.061], [-0.180, -0.430, -0.216], [-0.369, 0.169, -0.339], [0.448, -0.049, -0.041], [0.041, -0.110, 0.049], [0.752, -0.026, -1.141], [0.037, 0.220, 0.265], [-0.856, 0.177, -0.755], [0.901, -0.197, 0.204], [-0.081, 0.112, 0.192], [-0.339, -0.065, 0.355], [-0.238, -0.138, 0.125], [0.096, -0.054, 0.347], [0.163, 0.101, 0.281], [0.103, -0.235, 0.207], [0.248, -0.067, 0.317], [0.004, -0.052, 0.332], [0.204, -0.317, -0.377], [-0.370, 0.442, -0.118], [-0.587, -0.656, 0.218], [0.458, 0.027, -0.415], [-0.035, -0.095, -0.071], [-0.119, -0.118, 0.240], [0.085, 0.106, 0.230], [-0.240, -0.002, 0.063], [0.322, 0.169, -0.262], [0.346, 0.174, 0.015], [0.009, 0.239, 0.321], [-0.139, -0.030, 0.176], [-0.715, -0.344, 0.711], [0.819, -0.237, -0.129], [-0.121, 0.395, -0.443], [-0.026, 0.546, 0.041], [-0.260, 0.324, -0.269], [0.265, -0.136, -0.026], [0.408, 0.218, -0.319], [-0.091, -0.036, 0.084], [-0.030, -0.192, -0.012], [-0.158, -0.167, -0.012], [-0.221, 0.169, 0.229], [-0.620, -0.353, -0.463], [1.162, 0.075, 0.001], [-0.511, 0.305, 0.143], [-0.081, 0.212, -0.366], [-0.052, 0.059, 0.439], [-0.206, 0.106, 0.314], [-0.101, 0.012, -0.253], [-0.604, -0.353, 0.018], [0.186, 0.143, -0.025], [0.393, -0.223, -0.076], [-0.061, 0.084, 0.231], [-0.138, -0.349, -0.134], [-0.039, -0.122, -0.242], [-0.644, -0.248, 0.332], [0.407, -0.422, 0.044], [0.372, 0.437, -0.288], [-0.038, 0.651, -0.226], [0.148, 0.241, -0.096], [0.059, -0.016, -0.073], [0.057, 0.037, 0.032], [0.036, -0.174, 0.038], [-0.019, -0.007, 0.308], [-0.392, -0.151, 0.085], [-0.076, -0.148, -0.204], [0.043, -0.299, -0.099], [-0.138, -0.663, -0.780], [-0.573, 0.308, 0.060], [0.635, -0.265, -0.105], [0.356, 0.335, -0.003], [0.345, 0.276, -0.021], [-0.043, 0.323, 0.331], [-0.035, -0.005, 0.063], [0.084, -0.192, 0.063], [0.114, -0.224, 0.115], [-0.494, -0.017, 0.286], [-0.159, 0.316, 0.126], [-0.181, -0.097, 0.089]]}